The following is a quantum chemistry calculation of 7 unconnected molecules or ions with the total composition H14O7, from OMol25.

ORCA input file:
```
! wB97M-V def2-TZVPD RIJCOSX def2/J DEFGRID3
* xyz 0 1
O -2.778 1.038 0.704
H -1.901 1.103 0.325
H -2.670 0.466 1.463
O 0.336 -0.817 3.841
H 0.321 -1.175 2.953
H 0.844 -1.451 4.347
O 1.628 0.566 -3.582
H 2.473 0.458 -3.147
H 1.188 1.255 -3.084
O -2.064 -1.324 -1.288
H -1.598 -0.614 -0.846
H -2.972 -1.024 -1.331
O 0.958 -2.159 1.347
H 0.280 -2.309 0.687
H 1.444 -2.982 1.383
O 1.025 2.336 -1.607
H 0.389 3.045 -1.511
H 1.838 2.693 -1.250
O 0.032 0.274 0.159
H 0.611 0.966 -0.161
H 0.616 -0.345 0.597
*
```

Results
HOMO   -10.88 eV
SMILES   O.O.O.O.O.O.O

=====

The following is a quantum chemistry calculation of a molecular structure, C4H6OS in a non-equilibrium geometry, from OMol25.

ORCA input file:
```
! wB97M-V def2-TZVPD RIJCOSX def2/J DEFGRID3
* xyz 0 1
C 1.782 1.346 -1.979
C 0.144 -0.083 -0.149
C -0.799 -0.414 0.878
C -0.669 -1.405 2.005
H 1.801 2.393 -2.669
H 2.238 0.440 -2.602
H 2.234 1.097 -0.737
H 1.039 -0.622 0.059
H -1.822 0.495 0.956
H 0.448 -1.463 2.427
O -1.484 -1.849 2.788
S 0.199 0.987 -1.517
*
```

Results
HOMO   -8.62 eV

=====

The following is a quantum chemistry calculation of C4H5NOS2 in the gas phase in a non-equilibrium geometry, from OMol25.

ORCA input file:
```
! wB97M-V def2-TZVPD RIJCOSX def2/J DEFGRID3
* xyz 0 1
C 1.675 -1.190 0.635
S 1.875 -0.341 -0.934
N 0.321 0.391 -1.066
C -0.112 1.399 -0.240
C -1.380 1.232 0.081
C -1.843 -0.012 -0.494
S -3.288 -0.821 -0.461
O -0.756 -0.542 -1.147
H 2.512 -1.870 0.788
H 0.733 -1.777 0.611
H 1.593 -0.489 1.448
H 0.642 2.165 0.004
H -1.971 1.856 0.773
*
```

Results
HOMO   -8.51 eV
SMILES   CSn1ccc(=S)o1